(1)
C6H14FO3P | ωB97M-V/def2-TZVPD

Output
Energy = -903.8065 Eh
Spin multiplicity = 1
Energy above the lowest of the compared OMol25 structures with the same formula, charge and spin = 8.002 eV
SMILES = CCOCCO[PH3]CC(=O)F

Positions of all 25 atoms, in Å:
1 P -1.46739 0.62714 0.56339
2 F -3.77919 -1.37271 1.58423
3 O 2.76374 0.73552 -0.32405
4 O -0.41808 1.59458 1.55309
5 O -4.44404 -2.09049 -0.47799
6 C 0.98054 1.25874 1.38420
7 C 2.51165 -0.37126 -1.22418
8 C -3.67596 -1.30158 0.13816
9 C 1.57981 1.54326 -0.08941
10 C 2.06996 -1.65009 -0.29664
11 C -2.70296 -0.27610 -0.62465
12 H -2.53759 0.85855 1.50857
13 H 1.94643 2.64484 -0.07750
14 H 1.73054 -0.16563 -2.03398
15 H 1.59441 1.92348 2.11048
16 H 0.91576 -1.64228 -0.29593
17 H 2.52574 -1.45068 0.73513
18 H -3.39843 0.54376 -1.06454
19 H 2.40228 -2.64260 -0.76703
20 H 3.48393 -0.70796 -1.75737
21 H 1.24419 0.17298 1.68368
22 H -1.30677 1.60933 -0.48146
23 H -0.66718 -0.54779 0.73443
24 H 0.82503 1.45218 -0.94316
25 H -2.17645 -0.74517 -1.53747


(2)
C2H3ClN2 | ωB97M-V/def2-TZVPD

Output
Energy = -647.4916 Eh
Spin multiplicity = 1
Energy above the lowest of the compared OMol25 structures with the same formula, charge and spin = 6.264 eV

Positions of all 8 atoms, in Å:
1 Cl 1.34471 1.78975 -1.13682
2 N 1.84765 -0.67886 0.02350
3 N 1.50224 -0.97027 -1.10635
4 C -1.30663 -0.10828 0.66767
5 C 0.87781 0.19699 -0.60184
6 H -1.54230 0.79892 1.35462
7 H -1.97048 -0.09287 -0.22275
8 H -0.75299 -0.93538 1.02198


(3)
C5H11N2PS | ωB97M-V/def2-TZVPD

Output
Energy = -1045.9870 Eh
Spin multiplicity = 1
Energy above the lowest of the compared OMol25 structures with the same formula, charge and spin = 4.100 eV

Positions of all 20 atoms, in Å:
1 S 1.17925 -1.01040 1.44690
2 P 1.10522 0.04588 -0.17487
3 N 1.57509 1.60443 0.10937
4 N 2.39699 -0.34353 -1.30821
5 C 2.40828 -1.50617 -2.16507
6 C 2.63852 -0.15104 -2.56168
7 C 0.70782 2.48956 0.82518
8 C -1.50964 -3.68568 -1.54611
9 C 1.03623 2.75058 -0.59913
10 H 2.37266 0.69118 -3.28996
11 H -1.44016 -4.72668 -1.74663
12 H 1.29447 3.10082 1.51660
13 H -0.18422 2.17451 1.35338
14 H 1.47989 -2.11745 -2.42686
15 H 0.41057 2.44933 -1.30022
16 H 1.68956 3.55805 -0.79242
17 H -2.53614 -3.35848 -1.52180
18 H 3.28316 -2.10430 -2.04150
19 H -0.84240 -3.16989 -2.24358
20 H -1.05304 -3.45460 -0.56482


(4)
CHAg2Cl3F4V | ωB97M-V/def2-TZVPD

Output
Energy = -3055.7212 Eh
Spin multiplicity = 6
<S²> = 8.7698
Charge = +2

Positions of all 12 atoms, in Å:
1 Ag 10.60959 -5.50412 -22.42511
2 Ag 9.61141 -2.26394 -22.07072
3 V 10.28133 -3.92216 -19.30093
4 Cl 16.07567 -3.86470 -19.62468
5 Cl 14.13047 -5.83601 -20.43097
6 Cl 15.21562 -3.97651 -22.47560
7 F 11.44491 -3.64263 -21.24445
8 F 10.47555 -6.04469 -20.22597
9 F 8.71744 -4.38346 -21.60747
10 F 10.35729 -3.63909 -23.80404
11 C 14.79061 -4.21333 -20.79185
12 H 13.94891 -3.54175 -20.62265


(5)
CH17LiO8 | ωB97M-V/def2-TZVPD

Output
Energy = -657.6193 Eh
Spin multiplicity = 1
Energy above the lowest of the compared OMol25 structures with the same formula, charge and spin = 2.476 eV

Positions of all 27 atoms, in Å:
1 O -0.87959 1.71874 -2.58648
2 O -1.99859 -0.94026 -2.20648
3 O 2.09141 0.31574 -1.43048
4 O -0.18159 0.57374 -0.19448
5 O -0.09559 -2.32626 2.55152
6 O 1.97141 0.73174 1.66452
7 O 1.37041 -2.15426 0.37252
8 O -1.44059 2.89474 0.59252
9 C -0.93859 -0.14726 0.72152
10 Li 0.88841 -0.10326 0.07452
11 H 2.45841 0.64274 2.50352
12 H 2.37541 -2.39226 0.12052
13 H 2.27741 -0.39626 -2.11048
14 H 1.72041 1.61874 1.72652
15 H -1.45159 -0.56426 -1.38648
16 H -0.65459 1.50874 -1.66348
17 H -2.24559 3.29674 -0.01148
18 H 2.46441 1.23374 -1.77448
19 H -1.07159 -1.23026 0.51252
20 H -0.38959 -0.03726 1.67652
21 H -0.12659 -1.53926 2.94052
22 H -2.88259 -0.66626 -1.99748
23 H 0.48441 -2.13726 1.75552
24 H -1.36259 1.84674 0.31252
25 H 0.78441 -2.75426 -0.05548
26 H -1.88459 0.24674 0.74052
27 H -1.28259 0.75974 -2.84848


(6)
C3H6N2O2 | ωB97M-V/def2-TZVPD

Output
Energy = -377.8935 Eh
Spin multiplicity = 1
Energy above the lowest of the compared OMol25 structures with the same formula, charge and spin = 1.791 eV
SMILES = [H]/N=C/OCC(N)=O

Positions of all 13 atoms, in Å:
1 O 0.23269 1.03190 1.16294
2 O 1.38452 -0.95094 -0.60677
3 N -0.34523 -0.34397 -1.94790
4 N -1.06194 -0.87728 1.29723
5 C -0.08664 -0.17697 1.68169
6 C 0.55139 -0.13350 -0.94470
7 C 0.46140 1.21215 -0.22748
8 H 1.43780 1.70146 -0.29313
9 H -1.16240 0.24241 -2.00765
10 H 0.60738 -0.42624 2.48658
11 H -0.28820 1.88594 -0.65826
12 H -0.48880 -1.31620 -2.18133
13 H -1.10032 -1.71804 1.87300